Version A
Computed, not measured: one molecule with the formula C5H5NOS, with ωB97M-V with the def2-TZVPD basis set.

```
13
Properties=species:S:1:pos:R:3
C 1.10 0.42 0.27
C -1.43 -0.57 0.09
C -2.57 -0.12 -0.45
C 1.74 -0.88 0.19
C 2.38 -1.90 0.15
H 0.32 2.58 0.24
H -0.94 -1.56 0.01
H -2.92 0.89 -0.25
H -3.18 -0.69 -1.11
H 3.02 -2.76 0.05
N 1.73 1.40 -0.21
O 1.22 2.64 -0.10
S -0.48 0.56 1.13
```

gap between HOMO and LUMO	0.3638	hartree
spin multiplicity	1
molecular weight	127.168	g/mol
E_HOMO	-9.3	eV

=====

Version B
Computed, not measured: one molecule with the formula C5H5NOS, with ωB97M-V with the def2-TZVPD basis set.

```
13
Properties=species:S:1:pos:R:3
C 1.85 1.84 -0.31
C 0.51 -0.72 0.63
C 0.79 1.12 -0.98
C -0.91 -1.32 0.80
C -1.30 -0.39 -0.35
N 0.18 -0.01 -0.48
O 1.67 -0.87 1.09
S 3.05 2.37 0.50
H 0.41 1.67 -1.91
H -1.13 -2.39 0.54
H -1.23 -0.92 1.71
H -1.84 -0.86 -1.15
H -2.03 0.48 -0.09
```

gap between HOMO and LUMO	0.2723	hartree
spin multiplicity	1
molecular weight	127.168	g/mol
E_HOMO	-7.7	eV

=====

Relative energies, kJ/mol: version A 150.6; version B 0.0.